The following is a DFT calculation (wB97M-V/def2-TZVPD) of an isolated molecule of C6H7BF2INO4 in a non-equilibrium geometry.

Each line ends with the Löwdin charge.
Cartesian coordinates (Å):
O 3.875 0.264 0.343  0.064
C 2.799 0.896 0.187  -0.365
O 2.635 2.169 0.868  0.003
C 1.621 0.388 -0.777  -0.093
C 1.304 -1.185 -0.678  -0.180
C 0.192 -1.592 0.415  -0.197
B -1.312 -1.077 0.096  -0.728
I -2.968 -2.555 0.217  0.911
N -1.726 0.331 -0.256  0.099
C -3.078 0.412 -0.845  -0.405
O -3.212 0.370 -2.099  0.119
F -4.269 0.590 -0.056  0.035
C -1.569 1.279 0.860  -0.299
O -2.126 2.399 0.752  0.135
F -0.749 0.909 1.992  0.053
H 2.002 2.056 1.628  0.116
H 0.725 1.080 -0.608  0.104
H 1.983 0.596 -1.861  0.144
H 2.285 -1.720 -0.372  0.128
H 0.956 -1.541 -1.727  0.130
H 0.143 -2.753 0.415  0.098
H 0.487 -1.314 1.505  0.127

Summary:
Total energy in hartree: -1110.81237
SMILES string: O=C(O)CCCB(I)N(C(=O)F)C(=O)F
E_LUMO in eV: -0.880
Largest force on an atom in eV/A: 6.7
Charge: 0